#1
Density functional theory data (the ωB97M-V functional and the def2-TZVPD basis) for a cluster of 10 separate species, C5H29N2O10 in total.

Each atom is followed by the atoms it is bonded to, with distances in Å.
Atoms and positions in Å:
1 O -0.313 1.603 -1.182  H4 0.983, H44 0.967
2 H 3.043 0.397 -1.862  O37 0.958
3 H -2.016 -2.288 -3.942  O46 0.953
4 H 0.153 1.843 -2.014  O1 0.983
5 H -0.150 -4.128 -0.581  O23 0.983
6 H 1.457 2.889 -3.674  O34 0.963
7 H 1.290 -3.040 -2.040  O38 0.976
8 H -1.840 3.873 0.653  O13 0.966
9 H 1.354 -0.832 1.875  C14 1.076
10 H -1.678 1.273 1.115  N19 1.001
11 H -1.275 -0.799 0.579  N31 1.028
12 H 2.495 1.804 2.420  C36 1.095
13 O -2.072 3.403 -0.158  H8 0.966, H33 0.952
14 C 0.469 -0.270 1.633  H9 1.076, C22 1.340, N31 1.471
15 H 2.013 1.622 -2.972  O34 0.976
16 H -0.030 -0.100 -0.316  N31 1.035
17 O 0.116 3.876 2.716  C43 1.205
18 H -2.479 -2.748 0.445  O35 0.939
19 N -1.209 1.337 1.998  H10 1.001, C22 1.368, H30 1.004
20 C 0.691 1.265 3.555  H21 1.090, C22 1.498, H25 1.091, C36 1.537
21 H 0.052 1.756 4.289  C20 1.090
22 C -0.001 0.781 2.317  C14 1.340, N19 1.368, C20 1.498
23 O 0.745 -3.741 -0.462  H5 0.983, H24 0.964
24 H 1.299 -4.478 -0.179  O23 0.964
25 H 1.148 0.474 4.151  C20 1.091
26 H 2.405 -0.897 -2.371  O37 0.973
27 H -0.764 -1.654 -3.196  O46 0.962
28 H 2.015 4.301 2.289  C43 1.099
29 H 1.776 -2.843 -3.549  O38 0.960
30 H -1.603 1.850 2.766  N19 1.004
31 N -0.256 -0.757 0.449  H11 1.028, C14 1.471, H16 1.035, H41 1.022
32 H -3.750 -2.403 1.136  O35 0.958
33 H -2.992 3.606 -0.286  O13 0.952
34 O 1.663 2.519 -2.809  H6 0.963, H15 0.976
35 O -2.876 -2.060 0.946  H18 0.939, H32 0.958
36 C 1.804 2.243 3.146  H12 1.095, C20 1.537, C43 1.510, H45 1.097
37 O 2.619 0.016 -2.631  H2 0.958, H26 0.973
38 O 1.433 -2.404 -2.767  H7 0.976, H29 0.960
39 H -2.489 -4.560 -1.072  O42 0.939
40 H -1.734 -3.247 -1.898  O42 0.983
41 H 0.108 -1.690 0.245  N31 1.022
42 O -1.860 -3.867 -1.146  H39 0.939, H40 0.983
43 C 1.279 3.568 2.646  O17 1.205, H28 1.099, C36 1.510
44 H -1.026 2.248 -1.078  O1 0.967
45 H 2.543 2.454 3.929  C36 1.097
46 O -1.556 -2.194 -3.113  H3 0.953, H27 0.962

LUMO energy: -0.0866 Ha
M: 277.3 g mol⁻¹
charge: +1
HOMO energy: -11.35 eV

Atom charges from the natural (NBO) analysis, given in e for atoms 1 to 2: -1.04, 0.47

---

#2
Density functional theory data (the ωB97M-V functional and the def2-TZVPD basis) for a cluster of 11 separate species, C5H29N2O10 in total.

Each atom is followed by the atoms it is bonded to, with distances in Å.
Atoms and positions in Å:
1 C -1.289 0.394 -1.471  C8 1.560, H12 1.076, H19 1.105, H22 1.109
2 H 1.630 2.055 -3.260  O45 0.974
3 H 0.362 -0.985 -0.852  C8 1.061
4 O 2.468 -1.991 0.421  H36 0.954, H43 0.981
5 H -1.611 1.775 1.060  C37 1.107
6 H 1.057 -0.071 3.886  C15 1.104
7 H -0.705 1.748 3.507  N31 0.970
8 C -0.530 -0.545 -0.484  C1 1.560, H3 1.061, H41 1.122, C44 1.475
9 H 1.831 2.692 -1.263  O20 0.968
10 O 0.717 3.407 -2.803  H25 0.989, H27 0.962
11 H 2.111 1.077 -0.614  O32 0.986
12 H -0.832 1.369 -1.466  C1 1.076
13 O -3.891 -1.189 0.740  H30 0.938, H38 0.927
14 O -0.093 -3.310 1.122  H18 0.995, H21 0.987
15 C 0.495 0.186 2.972  H6 1.104, N31 1.331, N33 1.361
16 H 1.299 -1.179 1.608  N33 1.005
17 H 2.232 0.321 -1.899  O32 0.932
18 H 0.862 -3.066 0.985  O14 0.995
19 H -2.384 0.485 -1.361  C1 1.105
20 O 1.614 2.777 -0.324  H9 0.968, H28 0.971
21 H -0.304 -3.880 0.344  O14 0.987
22 H -1.116 -0.037 -2.478  C1 1.109
23 O -0.749 3.914 1.872  H39 0.980, H40 0.980
24 H 1.772 1.311 -4.547  O45 0.967
25 H 1.023 4.241 -3.238  O10 0.989
26 O -0.317 -4.396 -1.296  H29 0.923, H46 0.931
27 H -0.176 3.385 -3.157  O10 0.962
28 H 2.085 3.545 0.039  O20 0.971
29 H -0.160 -5.275 -1.066  O26 0.923
30 H -3.150 -1.311 1.301  O13 0.938
31 N -0.488 1.074 2.845  H7 0.970, C15 1.331, C37 1.376
32 O 2.485 0.252 -1.004  H11 0.986, H17 0.932
33 N 0.626 -0.451 1.776  C15 1.361, H16 1.005, C44 1.406
34 H -1.411 -2.725 1.891  O35 1.003
35 O -1.947 -2.110 2.473  H34 1.003, H42 0.931
36 H 3.317 -2.409 0.543  O4 0.954
37 C -0.960 1.027 1.553  H5 1.107, N31 1.376, C44 1.380
38 H -4.603 -1.509 1.240  O13 0.927
39 H -0.265 3.281 1.301  O23 0.980
40 H -0.713 4.716 1.310  O23 0.980
41 H -1.041 -1.543 -0.430  C8 1.122
42 H -2.394 -2.635 3.099  O35 0.931
43 H 2.552 -1.248 -0.214  O4 0.981
44 C -0.396 -0.049 0.899  C8 1.475, N33 1.406, C37 1.380
45 O 1.954 1.203 -3.603  H2 0.974, H24 0.967
46 H -0.970 -4.321 -1.956  O26 0.931

LUMO energy: -0.0931 Ha
M: 277.3 g mol⁻¹
charge: +1
HOMO energy: -12.33 eV

Atom charges from the natural (NBO) analysis, given in e for atoms 1 to 2: -0.62, 0.48

---

Name the most stable of them. #1.

---

#1
Density functional theory data (the ωB97M-V functional and the def2-TZVPD basis) for a cluster of 2 separate species, C6H15NS in total.

Each atom is followed by the atoms it is bonded to, with distances in Å.
Atoms and positions in Å:
1 H -1.653 -0.008 2.872  C4 1.087
2 H 1.072 -3.505 -2.921  S18 1.337
3 C -1.877 1.446 1.312  C4 1.495, H8 1.087, C19 1.323
4 C -2.121 0.092 1.895  H1 1.087, C3 1.495, H14 1.093, H22 1.092
5 H -1.350 3.844 0.316  C7 1.089
6 H -1.651 4.608 1.869  C7 1.092
7 C -1.093 3.810 1.375  H5 1.089, H6 1.092, C19 1.492, H23 1.091
8 H -2.134 1.601 0.267  C3 1.087
9 H 0.938 -1.200 0.441  C15 1.092
10 C 0.695 -1.484 -1.662  C15 1.532, H17 1.086, S18 1.830, H20 1.084
11 N 0.799 0.681 -0.491  C15 1.461, H16 1.011, H21 1.011
12 H -1.083 2.330 3.013  C19 1.087
13 H 2.359 -0.773 -0.513  C15 1.095
14 H -1.718 -0.692 1.250  C4 1.093
15 C 1.266 -0.703 -0.474  H9 1.092, C10 1.532, N11 1.461, H13 1.095
16 H 1.553 1.301 -0.752  N11 1.011
17 H 0.831 -0.931 -2.586  C10 1.086
18 S 1.593 -3.075 -1.767  H2 1.337, C10 1.830
19 C -1.354 2.468 1.970  C3 1.323, C7 1.492, H12 1.087
20 H -0.359 -1.688 -1.514  C10 1.084
21 H 0.453 0.958 0.418  N11 1.011
22 H -3.186 -0.118 2.016  C4 1.092
23 H -0.041 4.085 1.461  C7 1.091

structure (SMILES): C/C=C/C.NCCS
LUMO energy: 0.0377 Ha
M: 133.3 g mol⁻¹
charge: 0
HOMO energy: -8.96 eV

Atom charges from the natural (NBO) analysis, given in e for atoms 1 to 2: 0.21, 0.13

---

#2
Density functional theory data (the ωB97M-V functional and the def2-TZVPD basis) for a cluster of 2 separate species, C6H15NS in total.

Each atom is followed by the atoms it is bonded to, with distances in Å.
Atoms and positions in Å:
1 C 1.566 -0.851 2.093  H3 1.088, C14 1.493, C23 1.333
2 H 2.885 -1.802 0.752  C14 1.105
3 H 2.098 -0.011 2.533  C1 1.088
4 H -1.401 -0.701 -1.257  C11 1.095
5 H -0.299 -1.562 1.498  C23 1.088
6 C -1.129 2.004 -1.592  H8 1.098, C13 1.514, H18 1.090, S20 1.811
7 H -0.761 -1.258 -2.803  C11 1.092
8 H -0.118 2.173 -1.199  C6 1.098
9 H 3.132 -2.360 2.359  C14 1.086
10 H -1.088 0.542 2.780  N16 1.019
11 C -0.736 -0.435 -2.085  H4 1.095, H7 1.092, C13 1.510, H19 1.100
12 H -2.139 0.816 -3.065  C13 1.116
13 C -1.110 0.916 -2.644  C6 1.514, C11 1.510, H12 1.116, H22 1.092
14 C 2.340 -2.059 1.678  C1 1.493, H2 1.105, H9 1.086, H21 1.092
15 H 0.215 1.307 2.240  N16 1.018
16 N -0.418 0.543 2.013  H10 1.019, H15 1.018, C23 1.429
17 H -1.151 0.947 0.677  S20 1.461
18 H -1.487 2.960 -1.976  C6 1.090
19 H 0.272 -0.414 -1.646  C11 1.100
20 S -2.134 1.674 -0.122  C6 1.811, H17 1.461
21 H 1.704 -2.921 1.468  C14 1.092
22 H -0.514 1.183 -3.520  C13 1.092
23 C 0.272 -0.693 1.817  C1 1.333, H5 1.088, N16 1.429

structure (SMILES): C/C=C/N.CCCS
LUMO energy: 0.0297 Ha
M: 133.3 g mol⁻¹
charge: 0
HOMO energy: -8.03 eV

Atom charges from the natural (NBO) analysis, given in e for atoms 1 to 2: -0.22, 0.22

---

Name the most stable of them. #1.